Entry 1:
Computed, not measured: 2 unconnected molecules or ions with the total composition C20H16ClO4S3 in a non-equilibrium geometry, with wB97M-V/def2-TZVPD.

Structure (XYZ):
```
44
Properties=species:S:1:pos:R:3:forces:R:3
C 0.67354 2.81570 -4.21718 -0.0300 -0.0888 0.0984
C 0.58075 1.68435 -5.03372 -0.0967 0.0009 0.1449
C 0.03245 0.50680 -4.52799 0.0657 0.0125 0.0111
C -0.42274 0.47534 -3.21491 -0.0905 -0.0118 0.0629
S -1.15032 -1.04383 -2.56824 0.4368 0.3864 -0.0357
C -0.02349 -1.51603 -1.22861 -0.3215 0.5019 0.4586
C -0.48428 -1.54970 0.03476 0.3281 -0.1888 -1.0901
S 1.72847 -1.76284 -1.58278 0.2017 0.2827 -0.0370
C 2.55743 -0.49452 -0.60678 0.1696 0.1182 0.2164
C 2.82569 0.75298 -1.17261 -0.1983 0.0114 -0.0554
C 3.45430 1.74598 -0.41976 0.0173 -0.3171 0.1391
C 3.84875 1.46955 0.89481 -0.1141 -0.1177 -0.1013
C 3.59924 0.21127 1.45704 -0.0224 0.0624 -0.2499
C 2.95606 -0.77126 0.70244 -0.0859 0.0695 -0.0472
O 2.11331 -3.04719 -1.04729 -0.1585 0.4368 -0.0992
O 1.97304 -1.43073 -2.96946 -0.2534 -0.2425 0.5434
O -2.40984 -0.69080 -1.96173 0.4785 -0.3365 -0.1667
O -1.06629 -2.04013 -3.60671 -0.1306 0.1995 0.2924
C -0.35419 1.60211 -2.39735 0.1130 -0.1007 0.0110
C 0.21373 2.77530 -2.89596 -0.0525 -0.1330 -0.1051
H 1.10828 3.73611 -4.60910 -0.0990 -0.2395 0.0910
H 0.93421 1.70001 -6.06718 -0.0808 0.0929 0.3556
H -0.03248 -0.38963 -5.13724 0.0280 0.1077 0.1328
H 0.19878 -1.80583 0.83984 -0.2503 0.0650 0.0417
H -1.53186 -1.34665 0.24927 0.2099 0.0868 0.1184
H 2.52945 0.94888 -2.19966 0.0257 -0.0583 0.1325
H 3.63102 2.72628 -0.87346 -0.0107 -0.3847 0.2402
H 4.35293 2.23862 1.48196 -0.1721 -0.2168 -0.1345
H 3.89953 -0.01725 2.48339 -0.0947 0.1559 -0.3891
H 2.76139 -1.75466 1.12118 0.0495 0.1323 -0.0462
H -0.71830 1.54349 -1.37384 0.0064 0.0712 -0.0965
H 0.29315 3.64961 -2.24407 -0.0421 -0.2863 -0.2877
Cl -6.09067 -1.88155 4.23805 -0.8504 -0.3395 0.0484
C -4.46364 -1.35436 4.35214 1.7489 0.5216 0.2411
C -3.66338 -1.76442 5.43253 -0.0875 0.0694 -0.1582
C -2.33056 -1.31599 5.50688 -0.5768 -0.0726 -0.1776
C -1.80944 -0.48621 4.53057 -0.5263 -0.1457 -0.1365
C -2.60542 -0.07985 3.42089 -0.8413 -1.1670 1.3190
S -1.98720 0.87139 2.21287 1.0729 1.4073 -1.8559
C -3.95980 -0.52240 3.36074 0.3783 -0.3512 0.6911
H -4.08773 -2.41598 6.18854 0.0845 0.0554 -0.0398
H -1.70524 -1.62779 6.34256 -0.1485 0.0212 -0.1012
H -0.78365 -0.12799 4.57332 -0.1704 -0.0809 0.0044
H -4.58498 -0.21619 2.53187 0.0903 0.0104 0.0165
```
Positions in Å, forces in eV/Å.

Summary:
Gap between HOMO and LUMO = 5.477 eV
Strongest force on any atom = 2.56 eV/Å
LUMO energy = 2.16 eV
2S+1 = 1
Total charge = -1


Entry 2:
Computed, not measured: 4 unconnected molecules or ions with the total composition C29H43FN4O6 in a non-equilibrium geometry, with wB97M-V/def2-TZVPD.

Structure (XYZ):
```
83
Properties=species:S:1:pos:R:3:forces:R:3
C 4.41232 -2.53177 2.38365 0.2679 0.6256 0.0719
C 5.12011 -1.34596 2.62512 -0.1659 -0.8109 -1.1753
C 5.53794 -0.32897 1.51811 -1.9091 0.2565 2.3211
O 5.76641 0.80730 1.86411 0.3151 -0.4196 -1.0735
O 5.66480 -0.83051 0.23633 -0.7353 0.7829 1.1709
C 5.09825 0.04734 -0.75482 -0.5038 0.1822 -1.8615
C 3.58480 -0.31610 -1.08957 0.2643 -0.1267 -0.1303
C 3.35236 -0.47074 -2.65261 -0.2369 0.6378 0.1842
C 1.95430 0.09275 -3.13530 0.8019 0.3958 -0.3538
C 2.03552 1.67776 -3.11869 -0.6176 -0.3174 -0.3611
C 0.68835 2.39360 -2.70970 0.8241 0.5565 0.6099
C 0.13734 1.89846 -1.29122 1.0409 1.7170 -1.9642
O -0.99344 1.05945 -1.54580 0.9138 -1.1401 1.6396
C -1.04050 -0.07042 -0.68634 -0.5084 0.1521 -0.4927
O -1.37028 -1.18185 -1.59175 -0.3541 -0.8664 1.2430
C -1.24714 -2.39886 -0.95311 -0.3489 -1.6092 0.4146
O -0.23367 -2.78570 -0.41833 -0.3256 0.8963 -0.4439
C -2.45962 -3.39149 -0.89585 -2.5838 -1.1951 -0.4309
C -3.71048 -3.08207 -0.18527 -0.2431 -1.6193 -0.7856
C -4.82847 -4.03889 -0.11461 1.4137 -1.0592 -1.0458
C -4.76522 -5.36117 -0.74927 2.5559 2.1347 -0.1441
C -3.50754 -5.67529 -1.45204 -0.9229 1.3036 1.0556
C -2.40387 -4.72410 -1.52625 -1.1416 0.3535 0.8722
C -2.25092 0.05862 0.32264 -1.5022 1.5859 -1.0936
C -2.72666 1.56031 0.58886 0.1240 -0.5243 0.2484
C -1.72464 2.43355 1.44114 -1.5822 0.3566 0.8993
C -2.17701 2.32656 2.97486 0.5814 -0.8935 -0.0994
N -2.91564 3.53084 3.44914 0.8171 -0.6320 0.3751
O -2.18024 -0.74544 1.50456 0.8313 0.5419 0.2180
C -0.98305 -0.66004 2.22946 1.6720 -1.0937 0.0070
F -1.16812 -0.54726 3.61984 -0.4426 -0.0203 -1.4118
H 3.33049 -2.49878 2.07886 1.5925 -0.2470 -1.5541
H 4.89748 -3.53182 2.53912 -1.1748 0.8922 1.6159
H 5.39271 -1.11249 3.68944 1.3717 -0.6480 -1.4072
H 5.67253 -0.10175 -1.71384 -0.2686 -0.0508 1.1663
H 5.19079 1.13766 -0.51280 0.0696 -1.0906 0.2136
H 2.95621 0.52283 -0.67720 0.3790 -0.9821 -0.3951
H 3.30707 -1.28942 -0.59610 0.2558 1.0675 -0.2534
H 3.48991 -1.52956 -2.99660 -0.0250 0.8834 0.4671
H 4.13639 0.16511 -3.15421 -0.7106 -0.7081 0.2029
H 1.82401 -0.20289 -4.21671 -0.1393 0.0340 1.2272
H 1.09717 -0.29974 -2.51918 0.8784 0.3006 -0.6436
H 2.88798 1.98264 -2.44683 -0.9769 -0.0734 -0.4805
H 2.30255 2.01638 -4.15992 -0.0896 -0.2727 1.0538
H 0.93525 3.49372 -2.60577 -0.3252 -1.0724 -0.1372
H -0.09359 2.33553 -3.51254 0.6294 -0.2643 0.8583
H 1.00538 1.39822 -0.79106 -1.0144 0.0548 -0.1198
H -0.10860 2.84411 -0.73187 -0.2009 -1.2401 -0.2150
H -0.04797 -0.33063 -0.24501 -0.7204 0.4899 -0.1571
H -3.87180 -2.12362 0.35174 0.3981 -0.8332 -0.4879
H -5.76224 -3.79587 0.44405 1.0207 0.0594 -0.4513
H -5.60816 -6.09351 -0.69686 0.9433 0.8428 -0.0420
H -3.44728 -6.69642 -1.90837 0.2836 1.2314 0.3254
H -1.49048 -5.05285 -2.06840 -0.7395 0.4520 0.4985
H -3.13130 -0.36461 -0.25058 1.0613 0.2859 0.5865
H -3.71853 1.43570 1.13818 1.4407 0.3814 -0.5723
H -3.00021 2.07829 -0.37340 0.5115 -0.8381 0.7796
H -1.88708 3.51034 1.14791 0.3773 -1.0195 0.2792
H -0.64341 2.18309 1.31704 -0.9465 0.1241 0.0109
H -2.87974 1.45344 3.11027 0.7898 0.8447 -0.3670
H -1.27789 2.06850 3.61300 -0.8822 0.5052 -0.5515
H -3.47304 3.18869 4.24261 0.2328 0.5124 -0.3684
H -2.19977 4.15341 3.85257 -0.6332 -0.2496 -0.2369
H -0.41496 -1.62543 2.06675 -0.6469 0.8363 0.3849
H -0.29106 0.16511 1.92243 -0.9887 -0.3384 0.2456
C 6.98066 -1.13326 -5.05052 0.3124 -0.1216 0.1751
C 5.76488 -0.65047 -5.70008 0.0487 -0.0246 0.0378
N 4.80762 -0.27080 -6.20822 0.1082 -0.0402 0.0844
H 6.75799 -1.62357 -4.10129 -0.1727 0.0632 -0.0843
H 7.50713 -1.85575 -5.67572 -0.1660 0.0643 -0.0864
H 7.67295 -0.31635 -4.84167 -0.1650 0.0675 -0.0883
C -1.43447 5.29534 7.27526 -0.1681 0.2034 0.2895
C -0.82544 4.51170 6.20416 0.0172 0.0403 0.0974
N -0.34639 3.89522 5.36186 -0.0150 0.1345 0.1516
H -2.18116 5.98944 6.88655 0.0819 -0.1097 -0.1541
H -1.93219 4.65475 8.00463 0.0840 -0.1123 -0.1506
H -0.68933 5.88405 7.81206 0.0880 -0.1083 -0.1519
C -6.40651 -0.53536 -1.16202 -0.0318 -0.2460 -0.2592
C -6.19525 0.52612 -0.18008 -0.0453 -0.0439 -0.0487
N -6.02920 1.36105 0.59164 -0.1266 -0.1870 -0.1408
H -6.94101 -0.16681 -2.03879 0.0318 0.1516 0.1341
H -5.45968 -0.95393 -1.50870 0.0255 0.1153 0.1226
H -6.99166 -1.35556 -0.74359 0.0410 0.1332 0.1331
```
Positions in Å, forces in eV/Å.

Summary:
Gap between HOMO and LUMO = 7.607 eV
Strongest force on any atom = 3.33 eV/Å
LUMO energy = -0.78 eV
SMILES string = C=CC(=O)OCCCCCCCO[C@H](OC(=O)c1ccccc1)[C@H](CCCN)OCF.CC#N.CC#N.CC#N
2S+1 = 1


Entry 3:
Computed, not measured: a molecular structure, C20H16BrF10N2PPtSSb in a non-equilibrium geometry, with wB97M-V/def2-TZVPD.

Structure (XYZ):
```
53
Properties=species:S:1:pos:R:3:forces:R:3
Pt -1.19595 1.02734 -0.68644 -0.0471 1.2968 0.4304
F -4.35928 -3.11815 3.98069 0.0065 0.0611 -0.0512
C -3.42758 -2.56426 3.28207 0.0821 -0.2007 0.1567
C -2.11449 -3.00246 3.35376 -0.0983 0.0486 -0.0125
F -1.77304 -3.97153 4.11775 0.0682 0.0422 -0.0591
C -1.09863 -2.35418 2.55874 0.0900 -0.2152 0.2498
F 0.10334 -2.78953 2.68885 -0.1099 0.0476 -0.0281
C -1.37829 -1.28067 1.67342 -0.6464 0.2788 -0.2694
P -0.02143 -0.42399 0.79967 1.0201 -0.3808 0.1731
C 0.92059 0.38814 2.05904 -0.6799 -0.0609 -0.2331
C 2.24064 -0.02370 2.33288 0.3845 0.0768 0.0157
C 2.90621 0.53378 3.40735 -0.0047 -0.0314 -0.1156
C 2.28440 1.48699 4.21378 0.0630 -0.0122 -0.0834
C 0.97519 1.89474 3.94542 -0.1664 -0.0019 -0.0445
C 0.28695 1.34338 2.88833 -0.0150 -0.0491 0.1668
C 0.89142 -1.50261 -0.21515 -0.2348 -0.0245 -0.2619
C 0.34155 -2.73499 -0.64205 0.0247 0.0257 0.2055
C 1.10254 -3.57922 -1.41443 0.1818 0.0020 -0.0861
C 2.38543 -3.18292 -1.81864 -0.0840 -0.0228 0.0148
C 2.92030 -1.94958 -1.43684 -0.0471 -0.0817 -0.1379
C 2.17148 -1.09045 -0.66400 -0.1556 0.1086 0.0792
C -2.68517 -0.87520 1.63531 0.3159 0.0253 -0.1209
Br -3.25453 0.57286 0.55180 -0.0430 -0.1106 -0.2061
C -3.71638 -1.49581 2.42564 -0.1068 -0.0275 0.0674
F -4.92070 -1.05693 2.33349 0.0998 0.0109 -0.0357
H 2.74286 -0.79560 1.76771 -0.0918 0.0368 -0.0846
H 3.92429 0.22401 3.60493 -0.0391 -0.0422 0.1206
H 2.82065 1.89556 5.06149 -0.0148 0.0775 -0.0229
H 0.48730 2.64205 4.55709 0.0631 -0.0424 0.0993
H -0.74344 1.63750 2.73400 0.0076 0.0759 -0.1306
H -0.65634 -3.03814 -0.34345 0.0066 -0.0039 0.0033
H 0.72909 -4.55211 -1.70566 -0.0684 0.0401 -0.0426
H 2.95770 -3.84037 -2.46248 0.0653 -0.0192 0.0836
H 3.91270 -1.66654 -1.76240 -0.0073 0.0245 -0.0111
H 2.55220 -0.10865 -0.40892 0.0622 -0.0384 0.0112
F 0.56517 1.74916 -1.42631 -0.2520 -0.4698 -0.3304
Sb 0.33216 3.78298 -0.93991 -0.1722 0.7695 0.0142
F 0.99684 4.17264 -2.60791 0.1590 -0.0982 0.0743
F -1.35170 3.32657 -1.74356 0.0042 -0.2025 0.0351
F -0.26311 5.38408 -0.29560 0.0505 -0.0544 0.0410
F -0.55998 2.72834 0.54545 -0.0339 -0.3735 0.0115
F 1.88714 3.57544 0.01994 0.0207 -0.0910 -0.0899
C 0.63179 0.36714 -4.16783 -0.0922 0.0198 -0.0280
N -0.47354 1.29254 -4.44536 0.1350 0.0875 0.0478
C -1.65305 1.34883 -3.89237 -0.0464 -0.0545 0.0475
N -2.61053 2.15061 -4.31269 0.0609 -0.0455 -0.0517
S -2.19585 0.20004 -2.61286 0.2734 -0.3802 0.3663
H 1.51301 0.94504 -3.89923 0.0124 -0.0175 -0.0039
H 0.83088 -0.21553 -5.06519 0.0190 -0.0082 0.0031
H 0.35430 -0.29824 -3.35464 0.0021 -0.0231 -0.0007
H -0.29701 1.94569 -5.20581 -0.0020 0.0096 0.0133
H -2.50000 2.73237 -5.13791 -0.0303 -0.0362 -0.0340
H -3.51810 2.16354 -3.87093 0.0113 0.0544 0.0445
```
Positions in Å, forces in eV/Å.

Summary:
Expectation value of S² = 0.77
Gap between HOMO and LUMO (spin up / spin down) = 5.445 / 4.187 eV
Strongest force on any atom = 1.37 eV/Å
Energy relative to the best compared isomer or geometry (same formula, charge and spin) = 0.0 kJ/mol
LUMO energy (spin up / spin down) = -15.58 / -16.82 eV
2S+1 = 2
Total charge = +4


Q: Which formula does entry 3 have?
A: C20H16BrF10N2PPtSSb


Q: What is the 2S+1 in the third record?
A: 2


Q: Among the records above, which one has the highest strongest force on any atom?
A: C29H43FN4O6


Q: Number 3 is which compound?
A: C20H16BrF10N2PPtSSb